No. 1
68
Properties=species:S:1:pos:R:3 method="wB97M-V/def2-TZVPD" homo_lumo_gap_ev=8.5 homo_energy_ev=-8.53 de_lowest_kj_mol=21.6 charge=0 e_tot_ev=-61156.6085
C -0.301 -2.304 1.951
H -0.141 -2.474 3.012
H 0.639 -1.994 1.500
H -0.617 -3.238 1.493
C -1.373 -1.236 1.762
N -1.665 -1.019 0.366
C -2.846 -1.321 -0.248
N -2.762 -1.128 -1.540
N -1.521 -0.715 -1.802
C -0.850 -0.641 -0.680
C 0.539 -0.218 -0.635
C 1.093 0.481 0.439
C 2.420 0.866 0.404
C 3.191 0.564 -0.702
C 2.653 -0.102 -1.787
C 1.328 -0.492 -1.755
H 0.876 -1.005 -2.589
H 3.281 -0.297 -2.642
S 4.910 1.058 -0.688
O 5.007 2.400 -0.196
O 5.482 0.760 -1.972
N 5.464 0.038 0.529
C 5.712 -1.320 0.093
C 7.076 -1.467 -0.582
N 8.121 -0.982 0.306
C 9.434 -1.188 -0.265
H 9.580 -2.252 -0.445
H 9.575 -0.648 -1.214
H 10.186 -0.848 0.445
C 7.888 0.417 0.623
C 6.547 0.559 1.338
H 6.325 1.608 1.532
H 6.561 -0.001 2.277
H 8.692 0.765 1.276
H 7.871 1.045 -0.286
H 7.262 -2.523 -0.793
H 7.061 -0.911 -1.533
H 4.915 -1.598 -0.598
H 5.665 -1.963 0.977
H 2.871 1.411 1.217
H 0.489 0.751 1.291
S -4.256 -1.858 0.612
C -5.389 -2.173 -0.786
H -5.676 -3.223 -0.716
C -6.658 -1.341 -0.643
O -7.686 -1.878 -0.273
N -6.591 -0.031 -0.943
C -5.431 0.728 -1.348
H -4.605 0.080 -1.637
C -5.009 1.673 -0.221
C -6.163 2.611 0.142
C -5.783 3.525 1.304
H -4.910 4.122 1.050
H -5.553 2.937 2.190
H -6.603 4.198 1.543
C -7.398 1.774 0.482
C -7.735 0.814 -0.660
H -8.571 0.168 -0.391
H -7.989 1.376 -1.564
H -8.254 2.423 0.672
H -7.205 1.193 1.386
H -6.391 3.232 -0.732
H -4.137 2.246 -0.538
H -4.731 1.086 0.658
H -5.712 1.322 -2.227
H -4.828 -1.988 -1.698
H -2.306 -1.557 2.233
H -1.066 -0.295 2.225


No. 2
29
Properties=species:S:1:pos:R:3 method="wB97M-V/def2-TZVPD" homo_lumo_gap_ev="7.9 / 7.1" homo_energy_ev="-7.35 / -7.09" de_lowest_kj_mol=1005.8 charge=0 e_tot_ev=-24981.6602
C 0.064 1.703 0.168
C 2.748 0.999 0.082
C -1.210 0.279 2.540
C 0.629 0.115 -2.247
C -0.640 -1.742 -1.432
C -1.944 0.815 -0.346
C -0.662 -0.479 1.312
C 0.044 -0.448 -0.934
N -0.646 0.414 0.062
O 3.158 -0.252 -0.374
O 2.460 -0.721 1.952
S 3.541 -0.019 1.250
H 0.070 2.204 1.136
H 3.188 1.791 -0.396
H -2.197 0.108 2.538
H -0.843 -0.231 3.320
H -0.854 1.355 2.748
H 1.462 -0.489 -2.596
H -0.167 0.158 -3.067
H 0.925 1.050 -1.998
H -1.112 -2.368 -0.546
H 0.065 -2.430 -1.750
H -1.318 -1.487 -2.155
H -2.786 0.008 -0.083
H -2.397 1.631 0.226
H -1.894 0.999 -1.323
H -1.142 -1.421 0.989
H 0.466 -0.668 1.357
H 0.990 -0.874 -0.431


No. 3
62
Properties=species:S:1:pos:R:3 method="wB97M-V/def2-TZVPD" homo_lumo_gap_ev="7.2 / 6.2" s2=2.0064 homo_energy_ev="-12.69 / -12.69" spin_multiplicity=3 de_lowest_kj_mol=224.5 charge=+1 e_tot_ev=-95238.1171
Ni -23.430 0.214 -11.332
Cl -22.084 2.041 -10.283
C -20.534 9.071 -14.171
C -20.647 8.432 -12.819
O -20.159 7.146 -12.856
C -20.066 6.375 -11.733
O -20.475 6.661 -10.613
O -19.511 5.196 -12.091
C -19.021 4.226 -11.138
H -19.552 9.223 -14.619
H -20.882 10.104 -14.146
H -21.152 8.459 -14.827
H -21.677 8.423 -12.460
H -20.199 9.077 -12.064
H -18.192 4.690 -10.602
H -18.713 3.405 -11.785
H -19.796 3.955 -10.421
C -28.186 5.676 -9.215
C -27.316 4.378 -9.174
O -26.799 4.187 -10.503
C -25.654 4.739 -10.958
O -25.233 4.708 -12.114
O -25.047 5.368 -9.890
C -23.627 5.674 -9.987
H -28.904 5.604 -10.032
H -27.635 6.544 -9.575
H -28.616 5.881 -8.235
H -27.924 3.496 -8.973
H -26.607 4.270 -8.353
H -23.241 6.260 -9.154
H -23.396 6.208 -10.909
H -23.122 4.709 -9.951
C -21.123 3.375 -14.908
C -22.071 2.852 -13.769
O -23.373 2.946 -14.332
C -24.408 2.282 -13.754
O -24.255 1.510 -12.800
O -25.573 2.297 -14.495
C -25.767 3.254 -15.566
H -21.555 4.358 -15.097
H -21.163 2.747 -15.798
H -20.072 3.452 -14.629
H -21.954 3.464 -12.875
H -21.798 1.833 -13.494
H -26.788 3.192 -15.941
H -25.008 3.168 -16.344
H -25.578 4.239 -15.140
C -24.642 2.709 -6.219
C -24.458 1.837 -7.466
O -25.658 1.370 -7.856
C -25.894 0.897 -9.125
O -25.124 0.856 -10.054
O -27.197 0.553 -9.247
C -27.835 0.431 -10.495
H -23.672 3.076 -5.885
H -25.190 2.130 -5.475
H -25.313 3.531 -6.467
H -23.844 0.961 -7.263
H -24.006 2.466 -8.234
H -28.835 0.013 -10.616
H -27.316 -0.105 -11.289
H -27.963 1.436 -10.898


No. 4
11
Properties=species:S:1:pos:R:3 method="wB97M-V/def2-TZVPD" homo_lumo_gap_ev=10.1 homo_energy_ev=-9.09 de_lowest_kj_mol=176.4 charge=0 e_tot_ev=-8227.6656
C -2.442 -0.829 1.193
C -1.424 -0.404 0.707
C -0.189 0.000 0.124
C 0.178 1.047 -0.702
C 1.536 0.807 -0.989
N 1.985 -0.288 -0.387
N 0.931 -0.757 0.279
H -3.346 -1.218 1.608
H -0.448 1.858 -1.043
H 2.203 1.379 -1.621
H 1.016 -1.595 0.832


No. 5
115
Properties=species:S:1:pos:R:3 method="wB97M-V/def2-TZVPD" homo_lumo_gap_ev="4.3 / 4.5" homo_energy_ev="-11.80 / -11.80" charge=+2 e_tot_ev=-232755.8483
Tc -0.177 0.355 0.388
C 2.079 3.038 0.302
N 3.109 2.635 1.235
C 3.351 1.228 1.628
P 1.728 0.331 1.932
C 1.039 1.372 3.164
C -0.417 1.622 3.214
C -1.084 2.329 4.358
C -0.175 2.734 5.462
C 1.144 2.375 5.388
C 1.753 1.633 4.328
C 2.197 -1.264 2.752
C 1.551 -1.613 3.963
C 1.920 -2.842 4.583
C 2.748 -3.729 3.929
C 3.340 -3.395 2.701
C 3.118 -2.135 2.169
C 4.132 3.554 1.405
C 5.472 3.104 1.570
C 6.489 4.014 1.637
C 6.242 5.422 1.680
C 4.906 5.855 1.649
C 3.869 4.918 1.487
P 1.354 1.634 -0.937
C 2.746 0.734 -1.520
C 2.971 -0.627 -1.214
C 4.115 -1.267 -1.721
C 5.141 -0.568 -2.297
C 4.958 0.803 -2.533
C 3.773 1.433 -2.185
C 0.813 2.892 -2.151
C 0.071 4.061 -1.819
C -0.490 4.840 -2.830
C -0.236 4.569 -4.170
C 0.558 3.464 -4.525
C 1.018 2.618 -3.511
H 2.574 3.750 -0.421
H 1.282 3.653 0.774
H 3.894 1.302 2.581
H 3.892 0.669 0.860
H -0.851 0.608 3.252
H -1.614 3.231 3.987
H -0.616 3.163 6.369
H 1.819 2.569 6.242
H 2.721 1.147 4.553
H 0.859 -0.896 4.453
H 1.430 -3.082 5.537
H 3.066 -4.700 4.462
H 3.995 -4.113 2.270
H 3.694 -1.827 1.302
H 5.635 1.974 1.568
H 7.549 3.706 1.651
H 7.078 6.143 1.755
H 4.598 6.922 1.614
H 2.832 5.242 1.413
H 2.333 -1.194 -0.494
H 4.158 -2.374 -1.652
H 6.094 -1.059 -2.570
H 5.747 1.360 -2.946
H 3.669 2.512 -2.460
H -0.178 4.249 -0.785
H -1.186 5.631 -2.538
H -0.576 5.305 -4.917
H 0.826 3.356 -5.576
H 1.615 1.732 -3.768
S -2.902 1.813 1.231
Sb -3.138 0.007 2.826
S -0.830 2.291 1.566
S -1.301 -1.197 1.678
S -2.542 1.132 4.968
S -6.458 -5.077 -1.729
C -4.864 -4.673 -1.235
S -3.730 -4.002 -2.295
C -2.631 -3.761 -0.962
N -3.070 -4.181 0.185
N -4.339 -4.666 0.064
C -4.915 -5.246 1.247
C -4.087 -5.446 2.334
C -4.503 -6.155 3.474
C -5.830 -6.597 3.517
C -6.706 -6.331 2.455
C -6.251 -5.679 1.300
S -1.035 -3.190 -1.166
H -3.065 -5.095 2.165
H -3.741 -6.346 4.253
H -6.234 -7.144 4.305
H -7.739 -6.682 2.584
H -6.934 -5.437 0.483
C -4.725 -0.619 -0.566
Si -3.740 0.063 -2.049
C -4.489 -0.639 -3.599
C -3.436 1.949 -2.129
As -1.345 -0.701 -1.643
Si -0.748 -1.077 -4.085
C 0.986 -1.407 -4.089
C -1.541 0.504 -4.789
C -1.344 -2.670 -4.938
H -5.585 -1.177 -0.980
H -5.060 0.223 0.144
H -4.130 -1.353 0.063
H -5.377 -1.190 -3.307
H -3.741 -1.310 -4.011
H -4.731 0.138 -4.341
H -4.344 2.442 -1.652
H -3.509 2.127 -3.263
H -2.449 2.261 -1.718
H 1.577 -0.637 -3.566
H 1.493 -1.260 -5.072
H 1.253 -2.381 -3.664
H -1.217 0.624 -5.815
H -1.329 1.407 -4.232
H -2.613 0.294 -4.786
H -0.985 -3.511 -4.288
H -1.029 -2.751 -6.009
H -2.465 -2.794 -4.889


No. 6
15
Properties=species:S:1:pos:R:3 method="wB97M-V/def2-TZVPD" homo_lumo_gap_ev="4.4 / 6.5" s2=0.7688 homo_energy_ev="0.13 / -2.11" spin_multiplicity=2 de_lowest_kj_mol=152.7 charge=-1 e_tot_ev=-6817.1498
C -1.685 0.185 -0.597
N 0.119 2.005 0.831
C 0.520 0.846 0.110
C -0.309 -0.130 -0.259
C 0.160 -1.480 -0.313
C 1.477 -1.788 -0.106
H -2.010 1.101 0.069
H -1.873 0.461 -1.730
H -2.233 -0.673 -0.232
H 0.495 2.897 0.754
H 0.086 1.923 1.818
H 1.636 0.932 0.286
H -0.587 -2.344 -0.657
H 2.156 -1.328 0.630
H 2.049 -2.608 -0.604


No. 7
9
Properties=species:S:1:pos:R:3 method="wB97M-V/def2-TZVPD" homo_lumo_gap_ev=6.2 homo_energy_ev=-2.35 de_lowest_kj_mol=323.1 charge=-1 e_tot_ev=-9300.3263
C -0.158 0.126 0.348
C -1.208 -0.438 -0.158
C 2.562 -0.164 -0.095
O 2.740 -0.874 -1.008
O 2.843 0.571 0.762
O -2.704 -0.054 0.167
H -0.070 1.042 0.839
H -1.146 -1.160 -0.990
H -2.859 0.951 0.134


No. 8
16
Properties=species:S:1:pos:R:3 method="wB97M-V/def2-TZVPD" homo_lumo_gap_ev="8.2 / 8.2" homo_energy_ev="-13.63 / -13.63" de_lowest_kj_mol=544.3 charge=+1 e_tot_ev=-20683.6059
C 1.770 -0.280 -0.861
C -2.521 0.268 0.480
C -1.038 0.261 0.717
C -1.321 -1.136 -1.374
N -1.535 -0.445 -0.369
O 4.238 0.789 0.036
O 2.285 0.967 1.383
S 2.975 0.064 0.170
H 2.219 -1.015 -1.538
H -3.328 -0.071 1.048
H -2.871 1.040 -0.123
H -0.292 0.988 0.624
H -0.817 -0.351 1.652
H -2.160 -1.593 -1.963
H -0.258 -1.329 -1.488
H 2.653 1.842 1.606


No. 9
98
Properties=species:S:1:pos:R:3 method="wB97M-V/def2-TZVPD" homo_lumo_gap_ev=8.2 homo_energy_ev=-11.97 charge=+1 e_tot_ev=-62634.1655
N -2.935 1.737 -0.495
B -2.303 0.703 0.274
O -2.437 0.595 1.635
C -1.474 -0.444 -0.459
C -2.055 -1.715 -0.608
C -3.416 -2.042 -0.085
C -3.615 -3.503 0.344
F -4.406 -3.522 1.465
N -1.351 -2.637 -1.243
N -0.131 -2.525 -1.742
C 0.466 -1.367 -1.593
C 1.849 -1.280 -2.138
C 2.836 -2.116 -1.299
C 4.102 -2.436 -2.055
Cl 3.765 -3.347 -3.546
C -0.192 -0.282 -0.956
C 0.516 1.031 -0.794
C 0.755 1.787 -2.130
O 0.083 1.148 -3.198
H -3.598 2.241 0.084
H -2.248 2.380 -0.872
H -1.581 0.780 2.056
H -3.643 -1.425 0.778
H -4.119 -1.812 -0.888
H -2.663 -3.983 0.578
H -4.124 -4.090 -0.419
H -1.770 -3.546 -1.383
H 1.847 -1.648 -3.158
H 2.191 -0.256 -2.110
H 2.352 -3.050 -1.019
H 3.065 -1.586 -0.375
H 4.735 -3.070 -1.444
H 4.684 -1.557 -2.313
H 1.484 0.851 -0.328
H -0.025 1.679 -0.108
H 0.467 2.832 -2.042
H 1.822 1.777 -2.343
H 0.704 1.013 -3.918
C 4.162 -0.570 -5.786
C 3.131 0.523 -5.552
C 3.480 1.801 -6.294
O 2.998 0.799 -4.145
H 5.145 -0.253 -5.427
H 3.897 -1.492 -5.260
H 4.244 -0.797 -6.850
H 2.150 0.169 -5.878
H 4.439 2.193 -5.946
H 2.727 2.570 -6.116
H 3.550 1.627 -7.368
H 3.853 1.124 -3.840
C -1.052 -2.683 3.682
C -0.186 -1.803 2.795
C 1.291 -2.128 2.928
O -0.413 -0.424 3.108
H -0.792 -2.535 4.733
H -2.106 -2.427 3.565
H -0.920 -3.739 3.441
H -0.489 -1.926 1.750
H 1.626 -1.961 3.955
H 1.884 -1.475 2.284
H 1.498 -3.166 2.664
H -0.159 -0.284 4.029
C -4.485 0.406 -4.585
C -4.405 1.887 -4.927
C -3.051 2.244 -5.522
O -4.659 2.674 -3.765
H -3.725 0.151 -3.839
H -5.460 0.165 -4.160
H -4.327 -0.216 -5.467
H -5.194 2.141 -5.635
H -2.253 2.034 -4.802
H -3.009 3.307 -5.761
H -2.853 1.675 -6.431
H -3.976 2.464 -3.118
C -2.101 1.881 5.955
C -2.281 0.399 6.250
C -3.627 0.117 6.896
O -1.216 -0.069 7.081
H -2.137 2.461 6.880
H -1.130 2.066 5.492
H -2.881 2.249 5.287
H -2.198 -0.169 5.321
H -3.709 0.643 7.850
H -3.738 -0.948 7.099
H -4.449 0.436 6.254
H -1.257 0.410 7.915
C 4.898 2.144 4.339
C 3.801 1.712 3.380
C 2.417 1.991 3.951
O 3.931 0.323 3.068
H 4.822 1.591 5.278
H 5.880 1.937 3.914
H 4.833 3.210 4.561
H 3.917 2.239 2.432
H 2.270 1.432 4.880
H 1.643 1.673 3.249
H 2.282 3.052 4.165
H 3.834 -0.169 3.891


Copy entry 9 word for word.
98
Properties=species:S:1:pos:R:3 method="wB97M-V/def2-TZVPD" homo_lumo_gap_ev=8.2 homo_energy_ev=-11.97 charge=+1 e_tot_ev=-62634.1655
N -2.935 1.737 -0.495
B -2.303 0.703 0.274
O -2.437 0.595 1.635
C -1.474 -0.444 -0.459
C -2.055 -1.715 -0.608
C -3.416 -2.042 -0.085
C -3.615 -3.503 0.344
F -4.406 -3.522 1.465
N -1.351 -2.637 -1.243
N -0.131 -2.525 -1.742
C 0.466 -1.367 -1.593
C 1.849 -1.280 -2.138
C 2.836 -2.116 -1.299
C 4.102 -2.436 -2.055
Cl 3.765 -3.347 -3.546
C -0.192 -0.282 -0.956
C 0.516 1.031 -0.794
C 0.755 1.787 -2.130
O 0.083 1.148 -3.198
H -3.598 2.241 0.084
H -2.248 2.380 -0.872
H -1.581 0.780 2.056
H -3.643 -1.425 0.778
H -4.119 -1.812 -0.888
H -2.663 -3.983 0.578
H -4.124 -4.090 -0.419
H -1.770 -3.546 -1.383
H 1.847 -1.648 -3.158
H 2.191 -0.256 -2.110
H 2.352 -3.050 -1.019
H 3.065 -1.586 -0.375
H 4.735 -3.070 -1.444
H 4.684 -1.557 -2.313
H 1.484 0.851 -0.328
H -0.025 1.679 -0.108
H 0.467 2.832 -2.042
H 1.822 1.777 -2.343
H 0.704 1.013 -3.918
C 4.162 -0.570 -5.786
C 3.131 0.523 -5.552
C 3.480 1.801 -6.294
O 2.998 0.799 -4.145
H 5.145 -0.253 -5.427
H 3.897 -1.492 -5.260
H 4.244 -0.797 -6.850
H 2.150 0.169 -5.878
H 4.439 2.193 -5.946
H 2.727 2.570 -6.116
H 3.550 1.627 -7.368
H 3.853 1.124 -3.840
C -1.052 -2.683 3.682
C -0.186 -1.803 2.795
C 1.291 -2.128 2.928
O -0.413 -0.424 3.108
H -0.792 -2.535 4.733
H -2.106 -2.427 3.565
H -0.920 -3.739 3.441
H -0.489 -1.926 1.750
H 1.626 -1.961 3.955
H 1.884 -1.475 2.284
H 1.498 -3.166 2.664
H -0.159 -0.284 4.029
C -4.485 0.406 -4.585
C -4.405 1.887 -4.927
C -3.051 2.244 -5.522
O -4.659 2.674 -3.765
H -3.725 0.151 -3.839
H -5.460 0.165 -4.160
H -4.327 -0.216 -5.467
H -5.194 2.141 -5.635
H -2.253 2.034 -4.802
H -3.009 3.307 -5.761
H -2.853 1.675 -6.431
H -3.976 2.464 -3.118
C -2.101 1.881 5.955
C -2.281 0.399 6.250
C -3.627 0.117 6.896
O -1.216 -0.069 7.081
H -2.137 2.461 6.880
H -1.130 2.066 5.492
H -2.881 2.249 5.287
H -2.198 -0.169 5.321
H -3.709 0.643 7.850
H -3.738 -0.948 7.099
H -4.449 0.436 6.254
H -1.257 0.410 7.915
C 4.898 2.144 4.339
C 3.801 1.712 3.380
C 2.417 1.991 3.951
O 3.931 0.323 3.068
H 4.822 1.591 5.278
H 5.880 1.937 3.914
H 4.833 3.210 4.561
H 3.917 2.239 2.432
H 2.270 1.432 4.880
H 1.643 1.673 3.249
H 2.282 3.052 4.165
H 3.834 -0.169 3.891